(1)
Entry from the OMol25 dataset: a molecular structure, C36H26F3O3PSSb2Se4Sn (ωB97M-V/def2-TZVPD).

Each line ends with the Löwdin charge.
Geometry (Å):
Sn -1.14 0.74 0.31  0.521
O 1.42 0.27 1.30  -0.461
S 2.07 -0.19 0.07  0.331
O 3.22 0.59 -0.33  -0.362
O 1.08 -0.39 -0.99  -0.464
C 2.73 -1.80 0.49  -0.257
C 4.09 -1.85 0.79  -0.064
C 4.67 -3.04 1.19  -0.091
C 3.90 -4.19 1.29  -0.092
C 2.55 -4.14 0.99  -0.083
C 1.93 -2.95 0.59  -0.329
P 0.13 -2.89 0.17  1.096
C 0.18 -3.55 -1.53  -0.363
C -1.04 -3.85 -2.14  -0.152
C -1.09 -4.27 -3.46  -0.091
C 0.08 -4.39 -4.20  -0.112
C 1.29 -4.07 -3.61  -0.099
C 1.34 -3.66 -2.29  -0.077
C -0.42 -4.35 1.15  -0.370
C -0.60 -4.12 2.52  -0.115
C -1.04 -5.13 3.36  -0.087
C -1.33 -6.38 2.84  -0.110
C -1.17 -6.62 1.49  -0.101
C -0.72 -5.61 0.65  -0.093
H 4.67 -0.94 0.70  0.105
H 5.73 -3.07 1.43  0.095
H 4.35 -5.12 1.60  0.094
H 1.96 -5.04 1.06  0.100
H -1.96 -3.71 -1.59  0.067
H -2.05 -4.49 -3.92  0.099
H 0.04 -4.71 -5.23  0.089
H 2.21 -4.14 -4.19  0.093
H 2.30 -3.40 -1.85  0.100
H -0.41 -3.13 2.91  0.071
H -1.18 -4.92 4.41  0.098
H -1.69 -7.17 3.50  0.090
H -1.41 -7.59 1.07  0.092
H -0.59 -5.81 -0.41  0.096
Se -2.24 -0.66 2.35  -0.150
Sb -4.18 -0.35 0.71  -0.327
Se -4.35 2.08 0.66  -0.241
Se -2.70 -0.84 -1.30  -0.110
Se -6.03 -1.85 1.04  -0.286
F 3.81 9.10 -1.56  0.028
C 3.31 7.88 -1.24  -0.294
C 3.01 7.00 -2.25  -0.029
C 2.49 5.75 -1.91  -0.132
C 2.27 5.40 -0.58  -0.414
C 2.59 6.33 0.41  -0.124
C 3.11 7.58 0.09  -0.016
Sb 1.43 3.45 -0.11  1.519
C -0.13 4.35 1.09  -0.386
C -0.65 5.60 0.74  -0.130
C -1.73 6.15 1.43  -0.020
C -2.29 5.43 2.45  -0.287
F -3.34 5.96 3.12  0.039
C -1.83 4.18 2.81  -0.018
C -0.75 3.65 2.12  -0.179
C 2.88 3.22 1.46  -0.380
C 2.57 2.70 2.72  -0.106
C 3.56 2.51 3.68  -0.008
C 4.86 2.82 3.36  -0.290
F 5.83 2.63 4.29  0.024
C 5.21 3.32 2.12  -0.022
C 4.21 3.51 1.18  -0.131
H 3.19 7.28 -3.28  0.110
H 2.26 5.05 -2.70  0.091
H 2.43 6.08 1.45  0.109
H 3.35 8.31 0.85  0.112
H -0.21 6.17 -0.07  0.089
H -2.13 7.12 1.16  0.110
H -2.34 3.61 3.58  0.123
H -0.42 2.66 2.40  0.052
H 1.56 2.41 2.96  0.083
H 3.33 2.10 4.65  0.115
H 6.25 3.54 1.90  0.109
H 4.49 3.89 0.20  0.100

The energy above the lowest of the compared OMol25 structures with the same formula, charge and spin is 11.3 kcal/mol. The lowest unoccupied orbital energy comes out at 0.141 Ha. Its charge is -2. The calculation puts the HOMO-LUMO gap at 0.226 hartree.

***

(2)
Entry from the OMol25 dataset: a molecular structure, C3H3AlFO2 (ωB97M-V/def2-TZVPD).

Each line ends with the Löwdin charge.
Geometry (Å):
F -3.98 0.40 -0.39  0.024
H -3.07 0.21 -0.02  0.203
H -5.59 3.18 2.16  0.233
O -6.64 1.57 3.00  0.203
O -4.80 0.48 3.17  0.180
C -5.72 2.10 2.00  0.083
C -4.51 1.32 2.19  0.422
C -6.05 0.69 3.69  -0.212
H -6.14 1.92 0.96  0.251
Al -6.65 -0.23 5.13  1.611

The lowest unoccupied orbital energy (spin up / spin down) comes out at -0.662 / -0.694 Ha. Its charge is +3. The calculation puts the HOMO-LUMO gap (spin up / spin down) at 0.307 / 0.234 hartree.

***

(3)
Entry from the OMol25 dataset: a molecular structure, C15H44O13 (ωB97M-V/def2-TZVPD).

Each line ends with the Löwdin charge.
Geometry (Å):
C 0.10 1.24 -1.54  -0.091
C -0.38 1.46 -0.12  -0.441
C -0.10 0.27 0.81  -0.035
O 0.32 2.56 0.37  -0.001
H 0.09 2.15 -2.14  0.124
H -0.27 0.38 -2.10  0.073
H 1.13 0.95 -1.35  0.042
H -1.42 1.79 -0.20  0.070
H -0.57 0.53 1.76  0.023
H 0.98 0.11 0.86  0.057
H -0.61 -0.59 0.36  0.106
H 1.22 2.26 0.51  0.098
C -2.90 0.89 0.92  -0.189
C -3.05 2.40 1.32  -0.208
O -3.37 3.18 0.18  -0.053
O -4.21 0.24 0.93  -0.065
H -2.47 0.29 1.72  0.102
H -2.43 0.88 -0.06  0.064
H -2.07 2.73 1.64  0.099
H -3.75 2.57 2.15  0.136
H -3.68 4.03 0.51  0.090
H -4.87 0.87 0.65  0.068
C 2.49 -0.37 -1.61  -0.244
C 3.50 -1.13 -2.35  -0.173
O 3.33 -2.54 -2.41  -0.140
O 2.39 -0.78 -0.24  -0.080
H 1.45 -0.38 -1.94  0.063
H 2.83 0.66 -1.69  0.144
H 4.50 -0.89 -1.96  0.134
H 3.58 -0.79 -3.38  0.136
H 4.13 -3.00 -2.66  0.140
H 2.13 -1.70 -0.15  0.044
C 2.96 -2.32 2.32  -0.200
C 1.78 -1.34 2.60  -0.119
O 1.98 -0.93 3.92  0.086
O 4.24 -1.87 2.67  -0.039
H 3.07 -2.51 1.25  0.101
H 2.90 -3.21 2.96  0.139
H 0.87 -1.92 2.49  0.150
H 1.71 -0.45 1.97  0.094
H 2.94 -0.95 4.00  0.150
H 4.43 -1.29 1.93  0.095
C 1.07 -2.93 -2.24  -0.137
C -0.10 -2.00 -1.86  -0.235
O -1.05 -2.52 -0.92  -0.043
O 1.92 -3.33 -1.06  -0.090
H 1.68 -2.49 -3.03  0.106
H 0.66 -3.69 -2.91  0.122
H -0.65 -1.62 -2.72  0.121
H 0.35 -1.13 -1.37  0.040
H -1.77 -2.93 -1.41  0.091
H 2.78 -2.91 -1.11  -0.001
C -2.25 1.36 -2.66  -0.185
C -2.87 2.52 -3.57  -0.205
O -2.58 2.29 -4.92  -0.081
O -2.58 0.04 -3.18  -0.059
H -2.58 1.45 -1.63  0.090
H -1.16 1.38 -2.60  0.020
H -2.49 3.50 -3.29  0.114
H -3.96 2.55 -3.55  0.114
H -2.93 3.06 -5.37  0.087
H -2.60 0.12 -4.14  0.071
C -1.06 0.14 3.52  -0.225
C -0.01 0.33 4.63  -0.190
O 1.27 0.74 4.15  -0.086
O -1.66 1.33 2.99  -0.166
H -1.92 -0.28 4.05  0.131
H -0.86 -0.55 2.69  0.090
H -0.02 -0.71 4.93  0.114
H -0.34 1.09 5.35  0.123
H 1.85 0.00 3.96  -0.335
H -1.07 1.74 2.35  0.050

The energy above the lowest of the compared OMol25 structures with the same formula, charge and spin is 315.3 kcal/mol. The lowest unoccupied orbital energy comes out at -0.002 Ha. The calculation puts the HOMO-LUMO gap at 0.299 hartree.

***

(4)
Entry from the OMol25 dataset: a molecular structure, C23H26AgAsN4O7SSe2Si (ωB97M-V/def2-TZVPD).

Each line ends with the Löwdin charge.
Geometry (Å):
Ag -0.04 1.43 0.21  0.490
Se -1.44 -6.66 -0.45  1.018
N -1.45 -5.53 0.95  -0.235
C -1.32 -4.33 0.49  -0.311
C -1.37 -3.17 1.40  -0.095
C -2.17 -3.16 2.53  -0.010
C -2.23 -2.01 3.30  -0.047
C -1.51 -0.90 2.90  -0.107
N -0.75 -0.90 1.82  0.153
C -0.66 -2.00 1.12  -0.289
C -0.47 -1.82 -1.13  -0.275
N -0.42 -0.63 -1.65  0.162
C -1.04 -0.43 -2.81  -0.134
C -1.71 -1.45 -3.48  -0.058
C -1.76 -2.71 -2.90  -0.021
C -1.14 -2.91 -1.68  -0.094
C -1.22 -4.20 -0.97  -0.311
N -1.27 -5.32 -1.64  -0.237
H -2.74 -4.04 2.78  0.111
H -2.85 -1.96 4.19  0.100
H -1.53 0.03 3.46  0.121
H -1.02 0.58 -3.20  0.097
H -2.20 -1.24 -4.43  0.099
H -2.29 -3.53 -3.37  0.111
O 1.66 4.16 1.94  -0.286
As 2.58 3.73 0.51  0.822
O 3.37 5.05 -0.05  -0.516
O 1.56 2.93 -0.56  -0.568
C 3.90 2.46 1.19  -0.243
C 5.22 2.89 1.05  -0.110
C 6.27 2.10 1.50  -0.114
C 6.01 0.88 2.11  -0.109
C 4.70 0.45 2.25  -0.093
C 3.64 1.23 1.80  -0.311
S 1.94 0.54 1.96  0.660
O 1.27 1.61 2.81  -0.553
O 2.18 -0.71 2.73  -0.515
O 0.22 -1.99 0.06  0.080
H 1.40 3.31 2.36  -0.024
H 5.40 3.85 0.58  0.084
H 7.30 2.44 1.38  0.085
H 6.82 0.26 2.47  0.086
H 4.45 -0.50 2.70  0.088
C 4.01 1.92 -3.53  -0.099
C 2.67 1.23 -3.24  -0.365
O 2.58 0.82 -1.90  -0.128
H 4.08 2.20 -4.59  0.057
H 4.83 1.24 -3.29  0.065
H 4.11 2.81 -2.92  0.071
H 2.56 0.35 -3.88  0.096
H 1.86 1.92 -3.49  0.107
H 2.24 1.60 -1.39  -0.001
C -3.88 -0.97 -0.26  -0.213
Si -4.13 0.89 -0.03  -0.048
C -5.72 1.30 -0.96  -0.261
C -4.54 1.11 1.81  -0.240
Se -2.47 2.17 -0.72  0.160
H -4.80 -1.51 0.01  0.026
H -3.08 -1.34 0.39  -0.002
H -3.63 -1.21 -1.29  0.011
H -6.56 0.70 -0.60  0.012
H -5.59 1.11 -2.03  0.012
H -5.97 2.36 -0.84  0.012
H -5.38 0.48 2.11  0.017
H -4.79 2.15 2.02  0.017
H -3.67 0.85 2.42  -0.004

The energy above the lowest of the compared OMol25 structures with the same formula, charge and spin is 0.0 kcal/mol. The lowest unoccupied orbital energy comes out at 0.121 Ha. Its charge is -2. The calculation puts the HOMO-LUMO gap at 0.195 hartree.

***

(5)
Entry from the OMol25 dataset: 4 unconnected molecules or ions with the total composition C26H33ClN2O3 (ωB97M-V/def2-TZVPD).

Each line ends with the Löwdin charge.
Geometry (Å):
Cl 2.24 -2.61 -2.81  0.604
C 0.53 -2.32 -2.39  -0.599
C 0.17 -1.11 -1.60  -0.063
C -1.15 -0.95 -1.30  -0.022
C -2.17 -1.87 -1.72  -0.206
N -3.47 -1.57 -1.40  0.193
C -4.34 -2.45 -1.86  -0.210
C -5.81 -2.18 -1.58  -0.187
C -6.29 -2.30 -0.27  -0.035
C -7.64 -2.01 0.01  -0.078
C -8.47 -1.60 -1.04  -0.096
C -8.00 -1.50 -2.36  -0.082
C -6.65 -1.78 -2.63  -0.035
C -3.95 -3.63 -2.59  -0.059
N -2.71 -3.96 -2.92  0.140
C -1.83 -3.01 -2.47  -0.216
C -0.43 -3.21 -2.78  -0.055
H 0.94 -0.39 -1.30  0.096
H -1.47 -0.06 -0.75  0.120
H -5.63 -2.61 0.54  0.117
H -8.03 -2.08 1.03  0.105
H -9.52 -1.36 -0.79  0.103
H -8.70 -1.16 -3.13  0.105
H -6.28 -1.69 -3.66  0.118
H -4.75 -4.30 -2.93  0.124
H -0.11 -4.07 -3.37  0.115
C 5.04 1.07 1.21  -0.159
C 4.88 2.00 0.02  -0.166
C 3.63 1.45 -0.65  -0.219
O 2.83 0.88 0.38  -0.159
C 3.59 0.79 1.59  -0.188
H 5.63 1.48 2.03  0.114
H 5.52 0.14 0.88  0.115
H 4.69 3.02 0.37  0.099
H 5.74 2.03 -0.64  0.114
H 3.88 0.65 -1.35  0.115
H 3.07 2.22 -1.18  0.108
H 3.21 1.55 2.28  0.118
H 3.45 -0.19 2.05  0.097
C 0.98 -3.68 2.80  -0.172
C 0.21 -2.63 3.58  -0.173
C 1.32 -1.86 4.28  -0.201
O 2.46 -1.93 3.41  -0.160
C 2.22 -2.90 2.39  -0.201
H 0.44 -4.09 1.95  0.112
H 1.26 -4.50 3.46  0.114
H -0.33 -1.97 2.89  0.113
H -0.52 -3.05 4.28  0.112
H 1.59 -2.33 5.23  0.116
H 1.06 -0.82 4.46  0.117
H 2.06 -2.36 1.45  0.113
H 3.10 -3.54 2.27  0.119
C 2.28 5.87 -1.29  -0.174
C 1.46 5.71 -0.02  -0.170
C 2.47 5.09 0.92  -0.200
O 3.76 5.59 0.54  -0.149
C 3.64 6.24 -0.74  -0.203
H 1.88 6.62 -1.98  0.112
H 2.33 4.92 -1.83  0.108
H 1.15 6.69 0.35  0.114
H 0.57 5.09 -0.15  0.114
H 2.49 4.00 0.83  0.104
H 2.28 5.35 1.97  0.119
H 3.73 7.32 -0.57  0.116
H 4.46 5.92 -1.39  0.116

Its SMILES is Clc1ccc2nc(-c3ccccc3)cnc2c1.C1CCOC1.C1CCOC1.C1CCOC1. The lowest unoccupied orbital energy comes out at -0.013 Ha. The calculation puts the HOMO-LUMO gap at 0.320 hartree.

***

(6)
Entry from the OMol25 dataset: a molecular structure, C22H24BrCl2N2O7PtS (ωB97M-V/def2-TZVPD).

Each line ends with the Löwdin spin population.
Geometry (Å):
Pt -0.63 0.00 -1.26  1.370
O 1.79 0.25 5.46  0.002
C 0.41 0.38 5.16  0.005
C 0.19 0.47 3.68  0.051
C -1.13 0.65 3.20  0.120
C -1.32 0.68 1.84  0.020
N -0.34 0.54 0.94  0.245
C 0.95 0.41 1.39  0.130
C 1.21 0.37 2.78  0.051
C 1.95 0.33 0.39  0.130
C 3.34 0.25 0.65  0.052
C 4.24 0.20 -0.38  0.044
C 5.72 0.19 -0.10  0.002
O 6.19 1.41 0.48  0.004
C 3.77 0.24 -1.71  0.124
C 2.41 0.32 -1.91  0.020
N 1.53 0.37 -0.91  0.274
H 1.90 0.29 6.41  0.000
H -0.01 1.27 5.63  0.001
H -0.15 -0.49 5.54  0.001
H -1.97 0.77 3.88  0.012
H -2.32 0.84 1.42  0.001
H 2.22 0.24 3.15  0.002
H 3.70 0.22 1.67  0.003
H 6.26 -0.01 -1.03  0.000
H 5.98 -0.59 0.61  0.001
H 5.71 2.13 0.05  0.000
H 4.45 0.21 -2.55  0.010
H 1.99 0.36 -2.91  0.001
O -3.17 -0.16 -2.33  0.161
S -2.19 0.91 -3.22  0.024
O -3.07 1.33 -4.27  0.005
O -1.05 0.09 -3.66  0.088
O -1.80 1.93 -2.25  0.023
Cl 0.83 3.40 -1.54  0.003
C -0.48 4.46 -1.02  0.000
Cl -1.45 5.12 -2.36  0.000
H -0.04 5.30 -0.51  0.000
H -1.13 3.88 -0.38  0.000
Br -0.06 -6.78 -0.97  0.000
C -0.16 -4.87 -1.06  -0.003
C -0.89 -4.28 -2.08  0.007
C -0.97 -2.89 -2.12  0.033
C -0.34 -2.08 -1.17  0.147
C 0.38 -2.73 -0.16  0.019
C 0.48 -4.12 -0.10  0.005
H -1.39 -4.89 -2.82  0.001
H -1.53 -2.43 -2.93  0.006
H 0.88 -2.14 0.60  0.004
H 1.04 -4.60 0.70  0.001
C -4.75 1.87 -1.36  0.022
O -3.92 1.09 -0.50  0.139
C -3.27 -0.02 -0.94  0.527
C -3.69 -1.25 -0.24  0.073
H -4.35 1.96 -2.37  0.001
H -4.81 2.85 -0.91  0.000
H -5.75 1.43 -1.41  0.007
H -4.74 -1.47 -0.47  0.022
H -3.59 -1.11 0.84  0.006
H -3.07 -2.10 -0.55  0.002

The energy above the lowest of the compared OMol25 structures with the same formula, charge and spin is 34.3 kcal/mol. The multiplicity is 5. The lowest unoccupied orbital energy (spin up / spin down) comes out at 0.085 / 0.081 Ha. Its charge is -1. The calculation puts the HOMO-LUMO gap (spin up / spin down) at 0.175 / 0.286 hartree.

***

Values of E_tot, in order: -352470.254 -16523.711 -42868.915 -258812.808 -49141.225 -149682.978, all in eV.